Below is a 6-piece molecular cluster, C24H44ClN3O15 overall, with properties calculated with wB97M-V/def2-TZVPD.

Properties
* LUMO energy: 0.40 eV
* multiplicity: 1
* largest force on an atom: 0.6 eV/A
* DFT total energy: -2693.95023 hartree
* HOMO energy: -9.458 eV
* frontier orbital gap: 9.855 eV
* SMILES string: N#CC[C@@](Cl)(C#N)CCCCCN.COC(=O)OC.COC(=O)OC.COC(=O)OC.COC(=O)OC.COC(=O)OC
* molar mass: 650.08 g mol⁻¹

Element x y z (Å)
N: -2.1690 -0.3355 -0.2807
C: -1.7681 0.6217 -0.7747
C: -1.4482 1.9440 -1.3315
C: -0.0560 2.4863 -0.8840
Cl: 1.1100 2.2506 -2.2323
C: -0.2110 3.9496 -0.7189
N: -0.4170 5.0584 -0.4987
C: 0.4556 1.9175 0.4535
C: 1.1717 0.5533 0.3693
C: 0.7541 -0.4366 1.4697
C: 0.7468 0.1782 2.8821
C: -0.6630 0.5535 3.4012
N: -0.6899 1.8937 4.0269
H: -1.4857 1.8634 -2.4168
H: -2.2005 2.6683 -1.0236
H: -0.3941 1.8818 1.1363
H: 1.1456 2.6590 0.8544
H: 1.0809 0.0944 -0.6135
H: 2.2388 0.7380 0.5139
H: -0.2166 -0.8672 1.2218
H: 1.4577 -1.2710 1.4699
H: 1.1633 -0.5398 3.5889
H: 1.3999 1.0544 2.9115
H: -1.3595 0.4873 2.5589
H: -0.9880 -0.1745 4.1434
H: -0.0245 2.4924 3.5498
H: -1.5950 2.3224 3.8691
C: -4.5156 1.1820 -3.0642
O: -4.3761 2.5623 -3.4050
C: -5.1879 2.9717 -4.3828
O: -5.9929 2.2908 -4.9602
O: -4.9365 4.2579 -4.6093
C: -5.7221 4.8436 -5.6538
H: -3.8077 0.9838 -2.2673
H: -5.5206 0.9689 -2.7042
H: -4.2781 0.5476 -3.9168
H: -6.7804 4.8034 -5.4034
H: -5.5379 4.3384 -6.5994
H: -5.4029 5.8785 -5.7294
C: -6.3107 -1.2954 -5.4533
O: -5.5028 -2.3798 -4.9860
C: -5.3407 -3.3638 -5.8692
O: -5.8046 -3.4024 -6.9778
O: -4.5729 -4.3001 -5.3104
C: -4.3156 -5.4248 -6.1527
H: -6.3598 -0.5680 -4.6491
H: -5.8599 -0.8261 -6.3254
H: -7.3165 -1.6371 -5.6899
H: -3.7904 -5.1171 -7.0550
H: -5.2441 -5.9279 -6.4161
H: -3.6871 -6.0988 -5.5779
C: -1.4802 5.1178 -4.6125
O: -0.8324 4.2800 -5.5748
C: -1.2241 4.4907 -6.8294
O: -2.0537 5.2857 -7.1876
O: -0.5452 3.6611 -7.6221
C: -0.8714 3.7766 -9.0084
H: -1.0879 4.8377 -3.6381
H: -1.2544 6.1663 -4.7977
H: -2.5556 4.9548 -4.6307
H: -0.6477 4.7771 -9.3736
H: -1.9216 3.5450 -9.1766
H: -0.2517 3.0523 -9.5289
C: 2.3365 -0.0888 7.7240
O: 3.0822 -1.2243 8.1731
C: 3.0815 -2.2485 7.3209
O: 2.5269 -2.2764 6.2546
O: 3.8037 -3.2339 7.8548
C: 3.8924 -4.4052 7.0383
H: 2.4213 0.6603 8.5056
H: 2.7528 0.3022 6.7976
H: 1.2896 -0.3486 7.5805
H: 4.3733 -4.1750 6.0895
H: 2.9043 -4.8283 6.8678
H: 4.5028 -5.1214 7.5807
C: 7.4717 -3.0048 8.1694
O: 7.6376 -4.2964 7.5770
C: 8.9057 -4.6929 7.4737
O: 9.8718 -4.0702 7.8255
O: 8.9169 -5.9020 6.9111
C: 10.2233 -6.4542 6.7380
H: 6.4034 -2.8070 8.1943
H: 7.8612 -2.9948 9.1855
H: 7.9653 -2.2414 7.5708
H: 10.7197 -6.5747 7.6990
H: 10.8236 -5.8229 6.0856
H: 10.0844 -7.4272 6.2757

For each atom in turn, the Mulliken charge in e is:
1 N -0.56
2 C 0.12
3 C -0.70
4 C 1.38
5 Cl -0.13
6 C -0.40
7 N -0.53
8 C -1.13
9 C -0.96
10 C -0.89
11 C -0.51
12 C -0.52
13 N -0.69
14 H 0.63
15 H 0.39
16 H 0.28
17 H 0.69
18 H 0.53
19 H 0.48
20 H 0.37
21 H 0.34
22 H 0.22
23 H 0.42
24 H 0.29
25 H 0.41
26 H 0.26
27 H 0.25
28 C -0.43
29 O -0.23
30 C 0.74
31 O -0.53
32 O -0.31
33 C -0.73
34 H -0.17
35 H 0.37
36 H 0.32
37 H 0.34
38 H 0.32
39 H 0.23
40 C -0.59
41 O -0.29
42 C 0.77
43 O -0.54
44 O -0.31
45 C -0.63
46 H 0.08
47 H 0.31
48 H 0.40
49 H 0.29
50 H 0.29
51 H 0.22
52 C -0.17
53 O -0.26
54 C 0.81
55 O -0.55
56 O -0.33
57 C -0.63
58 H -0.03
59 H 0.35
60 H 0.05
61 H 0.29
62 H 0.29
63 H 0.22
64 C -0.63
65 O -0.32
66 C 0.84
67 O -0.55
68 O -0.34
69 C -0.70
70 H 0.21
71 H 0.29
72 H 0.30
73 H 0.31
74 H 0.37
75 H 0.22
76 C -0.49
77 O -0.22
78 C 0.75
79 O -0.54
80 O -0.32
81 C -0.64
82 H 0.04
83 H 0.30
84 H 0.31
85 H 0.29
86 H 0.29
87 H 0.22